No. 1
DFT (ωB97M-V/def2-TZVPD) results for a 2-piece molecular cluster, C4H11NO overall at a distorted geometry.

Its net charge is +1. Its HOMO-LUMO gap (alpha / beta) is 9.01 / 4.17 eV. Its spin multiplicity is 2.

Geometry as XYZ:
```
17
Properties=species:S:1:pos:R:3:forces:R:3
C -1.92962 -1.32106 0.84104 -0.5 0.2 0.4
N -1.58504 -2.09044 -0.31147 0.8 2.6 -0.3
C -0.26553 -1.86126 -0.82779 2.6 -2.2 1.5
H -1.42604 -0.33701 0.87739 -0.1 -0.3 -0.6
H -1.46719 -1.79434 1.72230 -0.5 -0.3 0.1
H -3.01078 -1.18718 0.89390 0.2 -0.3 0.4
H -2.32217 -2.42327 -0.93285 0.1 -0.3 0.1
H 0.49614 -1.81455 0.06531 -1.6 0.0 -1.4
H 0.02543 -2.77804 -1.37500 -0.1 0.7 -0.2
H -0.01141 -0.96150 -1.41258 -1.0 -0.1 0.0
O 3.47261 2.91158 -0.02253 -0.1 0.0 0.5
C 2.54057 2.17007 0.06856 -1.2 0.5 -1.5
C 1.06769 2.54332 0.09890 -1.0 0.4 0.3
H 2.61804 1.09814 -0.10996 0.7 -0.8 0.4
H 0.64356 2.49843 1.09244 0.3 0.0 0.8
H 0.74000 3.51971 -0.25974 0.7 0.2 -0.1
H 0.41374 1.82739 -0.40794 0.5 -0.3 -0.4
```
Forces are in eV/Å.

***

No. 2
DFT (ωB97M-V/def2-TZVPD) results for an isolated ion of composition C4H11NO and charge +1 at a distorted geometry.

Its net charge is +1. Its HOMO-LUMO gap (alpha / beta) is 11.86 / 6.43 eV. Its spin multiplicity is 2.

Geometry as XYZ:
```
17
Properties=species:S:1:pos:R:3:forces:R:3
C 0.71546 0.09100 2.59339 0.7 -1.1 -1.8
N 0.12847 0.74521 1.34183 -2.0 -2.8 1.1
C -0.16931 -0.21755 0.25507 1.0 -0.3 0.7
C 0.04842 0.29105 -1.20960 1.7 1.7 1.9
C -0.36547 -0.75079 -2.18752 -1.9 -0.8 0.5
O -0.46781 1.62963 -1.24070 -0.5 -1.4 -0.8
H 1.29251 -0.78676 2.23604 -0.8 0.1 0.1
H 1.54637 0.57747 3.06633 -0.3 1.4 0.5
H -0.09517 -0.23306 3.27282 0.3 0.5 -0.3
H -0.74917 1.21724 1.56569 0.5 1.2 -0.1
H -1.19490 -0.64809 0.33233 0.2 0.7 0.3
H 0.55238 -1.00534 0.48086 -0.3 -0.2 -0.7
H 1.12568 0.44853 -1.11446 0.3 -0.3 -0.9
H -0.30831 -0.53538 -3.24193 0.7 0.4 -0.3
H -1.46122 -0.88115 -2.02801 0.5 -0.3 -0.1
H 0.12362 -1.72265 -1.95943 -0.2 0.7 -0.3
H -0.72155 1.78063 -2.16271 -0.1 0.4 0.2
```
Forces are in eV/Å.

***

No. 3
DFT (ωB97M-V/def2-TZVPD) results for C4H11NO2 in the gas phase at a distorted geometry.

Its HOMO-LUMO gap is 10.77 eV. Its SMILES is CC[C@](N)(O)OC.

Geometry as XYZ:
```
18
Properties=species:S:1:pos:R:3:forces:R:3
C -1.90066 -0.75397 0.88945 0.7 0.1 0.4
C -0.36769 -0.40343 0.89378 -1.9 -0.8 -0.2
C -0.01918 0.50805 -0.27350 1.6 0.0 1.0
N -0.74200 1.73285 -0.23668 0.3 0.7 -0.2
O -0.26073 -0.05318 -1.52920 0.3 -0.9 0.2
O 1.40656 0.85812 -0.06302 -0.9 0.1 -0.6
C 2.34961 -0.11505 -0.46253 -0.1 0.0 -0.2
H -2.09382 -1.48513 1.68018 0.0 0.1 -0.1
H -2.51479 0.12687 1.09686 0.2 -0.1 -0.1
H -2.21495 -1.19222 -0.06183 0.0 0.1 0.1
H -0.11905 0.06052 1.85363 0.1 0.1 -0.4
H 0.16242 -1.35778 0.81529 0.2 0.1 0.0
H -0.04721 2.45594 -0.40515 -0.2 0.2 0.2
H -1.33715 1.72526 -1.06086 -0.1 0.1 0.2
H -0.16572 -1.01278 -1.43482 0.0 0.2 -0.3
H 2.31334 -0.27565 -1.54584 0.0 -0.1 0.1
H 2.19976 -1.06751 0.05675 0.0 0.0 0.0
H 3.35128 0.24908 -0.21253 -0.3 0.1 0.1
```
Forces are in eV/Å.

***

Energy above the lowest of the compared OMol25 structures with the same formula, charge and spin values (in kJ/mol) by entry order: 240.3 209.3 105.1.